The following is a quantum chemistry calculation of an isolated molecule of C14H20ClNO3S, from the OMol25 dataset.

```
40
Properties=species:S:1:pos:R:3:mulliken_charge:R:1
C 1.930 -0.237 -1.531 0.14
H -1.862 -1.976 -0.952 0.47
H 0.441 -2.433 2.828 0.31
C 1.958 0.648 -0.460 0.63
H -1.233 -3.735 1.301 0.36
O -1.216 -0.176 -1.578 -0.35
C 2.449 1.933 -0.666 -0.26
C -1.684 -0.986 -0.518 -1.44
H 1.851 -0.695 1.217 0.43
C 2.904 2.331 -1.911 -0.61
C -0.676 -1.125 0.641 -0.58
H 0.047 2.251 -1.139 -0.01
O -0.123 2.505 1.658 -0.79
N -0.023 0.137 0.922 0.53
H -1.480 3.089 -0.761 0.57
C -1.984 -3.038 1.669 -1.59
H 2.343 -0.539 -3.612 0.42
H 1.677 1.027 1.624 0.49
C 1.421 0.256 0.893 -1.63
C -0.365 -1.740 3.065 -1.65
H -2.383 -3.431 2.601 0.44
H 2.465 2.632 0.158 0.36
H -2.796 1.127 -1.334 0.35
H -2.796 -2.990 0.950 0.36
Cl 3.413 1.925 -4.528 -0.22
C -0.977 2.128 -0.802 -0.29
H 0.058 -0.760 3.265 0.30
C 2.373 0.150 -2.783 -1.05
H -0.862 -2.089 3.966 0.50
C -1.743 1.126 -1.646 -0.72
H 3.287 3.328 -2.063 0.42
H -1.684 1.410 -2.702 0.38
S -0.885 1.538 0.923 1.36
C -1.366 -1.663 1.913 0.63
H -2.626 -0.593 -0.125 0.53
O -2.221 1.253 1.358 -0.67
C 2.858 1.434 -2.966 0.38
H 1.554 -1.238 -1.396 0.34
H 0.105 -1.830 0.338 0.76
H -2.150 -0.951 2.184 0.40
```

Properties
HOMO   -9.16 eV
Total charge   0
Energy relative to the best compared isomer or geometry (same formula, charge and spin)   7.8 kcal/mol

---

The following is a quantum chemistry calculation of a cluster of 2 separate species, C14H20F8NO4 in total in a non-equilibrium geometry, from the OMol25 dataset.

```
47
Properties=species:S:1:pos:R:3:mulliken_charge:R:1
H 1.955 0.395 -2.407 0.45
C 2.540 -2.574 3.412 -1.03
H 2.181 3.225 -1.666 0.41
H 2.734 -5.694 1.826 0.35
F -2.978 4.731 -0.452 -0.31
H -3.977 -0.537 -1.790 0.38
O 1.544 3.332 0.949 -0.48
H 1.585 -2.060 3.332 0.31
H 3.259 1.968 -0.964 0.24
C -3.588 1.499 -2.233 0.85
H 2.415 -3.451 4.053 0.42
H 0.539 -1.673 -0.118 0.20
O 2.675 -2.483 1.021 -0.41
C 0.971 0.445 -0.471 0.37
H 4.371 -5.973 1.176 0.36
F -3.031 1.231 -3.435 -0.30
C 2.992 -2.978 2.052 0.44
H 0.624 1.667 -2.328 0.12
F -2.689 3.634 1.695 -0.29
H 4.477 -4.243 2.827 0.39
C -2.942 2.838 -1.777 0.41
H 1.827 0.189 0.177 0.30
H 0.131 -1.032 -1.763 0.39
C 1.404 1.115 -1.796 -0.56
C -3.559 3.519 -0.531 0.73
F -3.132 3.697 -2.793 -0.34
C 2.220 2.270 -1.130 -0.60
H 3.282 -1.904 3.854 0.35
H -2.561 1.961 0.699 -0.51
O 0.379 1.555 0.210 -0.35
C -3.254 2.800 0.830 1.00
H -3.638 0.360 -0.314 0.40
C 0.116 -0.822 -0.687 -0.94
N 4.048 -4.032 1.925 -0.12
F -4.413 2.355 1.339 -0.29
H 3.208 -5.001 0.238 0.34
F -4.850 3.745 -0.698 -0.27
F -1.627 2.724 -1.658 -0.19
H -1.763 -1.609 -0.063 0.36
C 1.371 2.521 0.166 0.39
C -3.335 0.254 -1.363 -0.90
H -1.516 0.062 0.505 0.22
F -4.890 1.630 -2.468 -0.31
H 4.724 -3.610 1.282 0.40
C 3.543 -5.271 1.236 -0.81
O -1.993 -0.159 -1.546 -0.29
C -1.380 -0.612 -0.353 -0.29
```

Properties
HOMO   -12.33 eV
Total charge   +1
Energy relative to the best compared isomer or geometry (same formula, charge and spin)   14.4 kcal/mol

---

The following is a quantum chemistry calculation of an isolated molecule of C14H20N2O3, from the OMol25 dataset.

```
39
Properties=species:S:1:pos:R:3:mulliken_charge:R:1
H 0.897 -0.271 1.262 0.29
H 2.659 -0.931 0.026 0.31
H -3.332 1.749 2.704 0.40
H 5.691 -0.510 -0.870 0.31
C -3.106 -0.145 1.744 0.11
H 3.603 1.487 -1.877 0.34
H 4.304 -1.977 -3.100 0.37
C -5.148 -1.188 1.008 -0.59
H -1.252 -1.181 1.972 0.56
C -1.015 1.971 0.562 0.57
C -1.604 -0.155 1.842 -1.24
C -5.878 -0.122 1.505 -0.39
N 0.399 -0.026 0.423 -0.24
C -3.844 0.922 2.237 -0.28
H 2.886 -2.706 -2.342 0.42
O 0.472 0.460 -1.783 -0.84
H 4.602 0.433 0.159 0.27
H 2.392 -0.360 -2.842 0.35
H -1.530 0.074 -0.316 0.45
C -5.223 0.932 2.118 -0.66
O -1.280 2.622 1.534 -0.58
C 3.073 -0.584 -2.014 0.13
O -0.702 2.510 -0.602 -0.54
H 4.279 -2.259 -1.356 0.37
H 5.812 1.244 -0.824 0.38
C 3.676 -1.970 -2.214 -1.56
C 4.128 0.533 -1.956 -0.56
H 4.674 0.532 -2.900 0.38
H -3.203 -2.033 0.737 0.37
H -5.653 -2.014 0.527 0.37
C -0.979 0.423 0.569 0.01
H -6.954 -0.114 1.413 0.37
H -1.282 0.449 2.692 0.45
C 5.116 0.410 -0.801 -1.18
H -5.788 1.768 2.505 0.38
H -0.386 1.824 -1.255 0.45
N 2.243 -0.584 -0.823 -0.27
C 1.020 -0.016 -0.790 0.75
C -3.770 -1.198 1.126 -0.27
```

Properties
HOMO   -9.08 eV
Total charge   0
Energy relative to the best compared isomer or geometry (same formula, charge and spin)   0.0 kcal/mol

---

The following is a quantum chemistry calculation of a cluster of 2 separate species, C14H20N2O6 in total in a non-equilibrium geometry, from the OMol25 dataset.

```
42
Properties=species:S:1:pos:R:3:mulliken_charge:R:1
H -1.246 0.105 -1.288 0.47
H -1.098 1.549 -0.252 0.34
H 1.182 -1.630 5.061 0.30
C 1.578 -4.741 1.859 0.63
H -2.756 5.921 -3.209 0.29
H -2.674 1.090 -0.929 0.44
C -0.155 -3.650 3.773 0.94
C 1.287 -1.571 3.974 -0.96
H 2.723 -2.952 2.076 0.35
C 2.152 1.874 -3.965 -1.26
H -1.297 -5.467 3.523 0.26
H -1.079 6.422 -3.531 0.35
H 0.698 1.496 -1.947 0.24
H -1.755 -3.742 4.851 0.31
C 0.678 2.176 -3.833 0.88
H -0.631 4.137 -3.636 0.15
C -1.719 5.820 -2.885 -0.94
C 0.446 -5.452 2.261 -0.65
O 2.431 -5.265 0.929 -0.54
H 2.318 -1.287 3.757 0.43
C -1.884 3.434 -2.227 0.29
C -1.600 1.124 -1.122 -1.57
H 2.311 0.804 -3.844 0.34
C 0.369 -0.469 3.449 0.59
H -0.484 0.360 2.032 0.30
H -1.639 6.182 -1.858 0.30
C -1.326 1.990 -2.363 0.56
H 2.099 -6.122 0.618 0.29
C -0.419 -4.907 3.217 -0.86
H -1.864 1.543 -3.200 0.13
H 2.706 2.422 -3.205 0.34
O -0.043 0.356 4.247 -0.58
N 0.110 1.887 -2.664 -0.23
C 1.840 -3.486 2.410 -0.64
H 0.232 -6.428 1.838 0.25
C 0.981 -2.927 3.372 0.52
O 0.116 -0.395 2.121 -0.36
O -1.009 -3.138 4.710 -0.54
O -2.816 3.666 -1.459 -0.68
O 0.067 2.676 -4.766 -0.70
N -1.320 4.414 -2.945 -0.07
H 2.488 2.181 -4.955 0.32
```

Properties
HOMO   -8.28 eV
Total charge   0
Energy relative to the best compared isomer or geometry (same formula, charge and spin)   10.9 kcal/mol

---

The following is a quantum chemistry calculation of a cluster of 2 separate species, C14H20NO3 in total, from the OMol25 dataset.

```
38
Properties=species:S:1:pos:R:3:mulliken_charge:R:1
H -3.794 0.815 -1.430 0.40
H 0.254 -4.173 1.382 0.39
H -1.738 -4.121 2.815 0.27
C -2.667 2.627 -1.143 -0.25
H 4.419 0.581 -1.513 0.36
H -1.953 -1.119 2.340 0.27
H -1.273 4.229 -0.815 0.40
H 2.296 3.386 -2.096 0.29
H -1.726 -4.128 -0.010 0.35
H 1.609 1.285 0.871 0.38
H -3.270 -2.282 2.595 0.27
C -1.316 -3.147 0.262 -0.35
C -0.332 -3.256 1.414 -0.08
C -1.409 3.160 -0.876 -0.96
C -0.315 2.324 -0.679 0.11
O 3.235 3.199 -2.067 -0.56
C -1.258 -3.157 2.625 -0.61
H 0.358 -2.411 1.396 -0.17
H 4.516 2.654 -0.594 0.31
H -3.516 3.276 -1.293 0.37
C -2.827 1.246 -1.218 -0.86
C 3.425 0.877 -1.171 -0.24
H 1.619 -0.429 1.260 0.25
H 2.757 0.759 -2.056 0.15
C 0.675 -0.025 -0.577 0.51
H -0.873 -2.693 -0.624 0.20
H 2.839 2.694 -0.083 0.29
C -1.723 0.421 -1.048 -0.18
H -1.836 -0.649 -1.119 0.26
C -0.459 0.944 -0.771 0.20
C 3.503 2.395 -0.893 -0.56
N 3.112 0.039 -0.051 -0.91
H 0.652 2.746 -0.450 0.34
O 0.655 -1.039 -1.229 -0.59
C -2.286 -2.143 2.141 -0.43
O -2.393 -2.320 0.730 -0.42
H -0.754 -2.841 3.538 0.35
C 1.795 0.276 0.439 -0.55
```

Properties
HOMO   -1.94 eV
Total charge   -1

---

The following is a quantum chemistry calculation of an isolated molecule of C14H20S in a non-equilibrium geometry, from the OMol25 dataset.

```
35
Properties=species:S:1:pos:R:3:mulliken_charge:R:1
H 0.798 -0.017 -2.339 0.38
C -2.210 -1.543 -1.007 -0.25
C 1.988 -3.539 -0.434 -1.56
H 1.758 -3.900 0.534 0.38
H 0.193 1.601 3.671 0.43
H 1.580 0.575 -0.904 0.35
C -0.566 1.413 2.959 -1.29
H 0.360 2.761 -2.254 0.49
H -3.905 -4.234 -1.478 0.39
H -1.802 1.905 0.542 0.43
C 0.652 0.152 -1.211 -1.48
H -1.061 3.249 -1.280 0.34
H 1.572 -2.315 -2.156 0.41
H 0.422 2.495 1.523 0.30
C -0.090 2.627 -1.322 -1.64
H -1.361 0.115 0.759 0.15
H 0.625 3.205 -0.659 0.27
C 1.186 -2.520 -1.161 0.44
C -0.958 1.158 0.526 -0.53
H 1.720 -4.534 -1.054 0.29
C -3.079 -2.268 -1.587 -0.57
C -0.846 -1.811 -0.928 1.17
H 1.067 0.837 1.533 0.25
H 0.695 -1.124 0.513 0.63
H -1.300 0.859 -1.449 0.32
C 0.508 -1.190 -0.503 -0.28
H 3.032 -3.332 -0.363 0.39
S -3.904 -3.574 -3.756 -0.21
C 0.072 1.490 1.640 -0.27
H -4.040 -2.278 -4.094 0.16
C -0.273 -2.946 -1.360 -0.89
H -1.342 2.279 2.936 0.22
H -1.087 0.447 2.988 0.31
C -0.444 1.207 -0.903 0.78
C -3.642 -3.391 -2.000 -0.30
```

Properties
HOMO (alpha / beta)   -8.43 / -7.91 eV
Total charge   0
Energy relative to the best compared isomer or geometry (same formula, charge and spin)   95.7 kcal/mol